(1)
19
Properties=species:S:1:pos:R:3:lowdin_charge:R:1 method="wB97M-V/def2-TZVPD" de_lowest_kcal_mol=16.7 molar_mass_da=141.2 homo_ha=-0.002 total_charge=-2
C -1.39192 0.71084 0.65871 -0.325
C -2.82328 0.50078 0.05113 -0.783
S -3.71380 2.09611 -0.02355 -0.033
N -0.62838 -0.57104 0.99396 -0.085
C 0.14432 -1.02920 -0.16381 -0.384
O 1.28048 -0.26643 -0.48207 -0.159
H -1.59371 1.16781 1.56198 0.040
H -0.73254 1.26130 0.00380 0.086
H -2.74159 0.08725 -0.97065 0.020
H -3.43805 -0.13495 0.71366 0.019
H 0.04424 -0.17797 1.64139 0.077
H 0.49722 -2.04460 0.25676 0.107
H -0.53549 -1.22114 -1.06770 0.118
H 5.40910 -0.43345 -1.69638 -0.014
H 4.80453 -1.32223 -0.51282 0.040
O 5.64120 -1.21638 -1.18459 -0.205
H 2.07061 -0.85116 -0.12268 -0.021
H 3.23197 -2.15383 1.11453 -0.088
O 3.23186 -1.61868 0.31928 -0.406


(2)
12
Properties=species:S:1:pos:R:3:lowdin_charge:R:1 method="wB97M-V/def2-TZVPD" smiles="C=C[N+](=C)N" de_lowest_kcal_mol=75.8 molar_mass_da=71.1 homo_ha=-0.551 total_charge=+1
C 2.00604 -0.08820 -0.18952 0.111
C 0.81486 0.41976 0.15969 -0.053
N -0.67133 -0.00759 0.02299 -0.141
C -0.93305 -1.27168 0.27968 0.200
N -1.59020 0.96428 -0.31483 0.130
H 2.76715 0.48814 0.07277 0.030
H 2.32626 -1.07665 -0.59140 0.112
H 0.86307 1.33280 0.76257 0.124
H -0.05205 -1.83429 0.61051 0.123
H -1.81217 -1.76265 0.09547 0.087
H -1.17588 1.84412 -0.13851 0.094
H -2.54270 0.99198 -0.76942 0.183


(3)
52
Properties=species:S:1:pos:R:3:lowdin_charge:R:1 method="wB97M-V/def2-TZVPD" smiles="CCOC(=O)[C@H](C=[N+]1CCOCC1)C(c1cc(F)cc(F)c1)c1cc(F)cc(F)c1" molar_mass_da=424.4 homo_ha=-0.454 total_charge=+1
C -4.61931 0.86770 -1.83317 -0.051
C -3.83382 -0.37300 -1.54316 -0.193
O -2.50527 0.12886 -1.22505 0.008
C -1.65455 -0.86974 -0.91028 -0.422
O -1.95636 -2.05335 -0.88656 0.123
C -0.28173 -0.36933 -0.40738 -0.112
C 0.62112 -1.51903 -0.67882 0.091
N 1.75066 -1.50404 -1.37068 0.010
C 2.43945 -2.79292 -1.65629 -0.071
C 3.94153 -2.57493 -1.81948 -0.159
O 4.22179 -1.55945 -2.78918 -0.118
C 3.62009 -0.31263 -2.47016 -0.173
C 2.10318 -0.40142 -2.32289 -0.058
C -0.57522 -0.01986 1.04628 -0.183
C 0.61160 -0.04123 1.97694 -0.163
C 1.33248 1.11066 2.28044 0.057
C 2.54201 0.95710 2.95201 -0.213
F 3.27371 2.09363 3.20402 0.061
C 2.97911 -0.26445 3.45337 0.084
C 2.15082 -1.36666 3.22952 -0.221
F 2.47486 -2.56333 3.82599 0.056
C 0.97675 -1.28855 2.49503 0.033
C -1.41359 1.24988 1.09313 -0.182
C -2.73115 1.14627 1.54931 0.051
C -3.51748 2.29725 1.53597 -0.219
F -4.85121 2.19191 1.89157 0.051
C -3.01616 3.53314 1.14061 0.082
C -1.69784 3.59013 0.71056 -0.202
F -1.13075 4.79822 0.36119 0.056
C -0.88296 2.45628 0.64219 0.022
H -5.65319 0.65348 -2.11551 0.094
H -4.63580 1.52070 -0.95283 0.071
H -4.13295 1.41853 -2.64560 0.091
H -4.24214 -0.92231 -0.68664 0.135
H -3.76773 -1.04803 -2.40403 0.135
H 0.03193 0.51981 -0.96983 0.145
H 0.27078 -2.48849 -0.29293 0.167
H 2.25177 -3.50510 -0.84937 0.142
H 2.05663 -3.19206 -2.60971 0.154
H 4.40827 -2.33544 -0.84185 0.140
H 4.42013 -3.46723 -2.25024 0.146
H 4.04969 0.10688 -1.54561 0.138
H 3.87658 0.32702 -3.32360 0.145
H 1.67815 -0.65070 -3.31580 0.160
H 1.70803 0.56463 -1.98477 0.131
H -1.22770 -0.80333 1.44882 0.150
H 0.93405 2.09484 2.04846 0.114
H 3.88320 -0.32917 4.04640 0.141
H 0.32319 -2.15302 2.37475 0.138
H -3.13063 0.19305 1.91242 0.147
H -3.62955 4.43438 1.17728 0.146
H 0.15553 2.51448 0.30514 0.130


(4)
142
Properties=species:S:1:pos:R:3:lowdin_charge:R:1 method="wB97M-V/def2-TZVPD" de_lowest_kcal_mol=168.2 molar_mass_da=1721.9 homo_ha=-0.162 total_charge=-1
Pb 0.41169 0.41576 0.31523 1.027
C 3.82826 4.23443 -1.72417 -0.428
S 2.21774 4.93334 -1.29879 0.819
C 1.37823 3.55534 -0.58205 -1.107
S 2.28041 2.39536 0.34791 0.439
N 0.09976 3.63922 -0.75529 -0.093
N -0.62918 2.59693 -0.24907 -0.143
C -1.89403 2.77253 -0.16362 -0.056
C -2.77604 1.69617 0.30865 -0.295
C -4.14667 1.87906 0.37996 0.003
C -4.93344 0.83614 0.85406 -0.025
C -4.32994 -0.35489 1.21099 -0.113
C -2.95367 -0.47165 1.06354 -0.158
N -2.19685 0.53848 0.65925 0.010
H 4.48683 5.08266 -1.89514 0.026
H 4.21049 3.63048 -0.90627 -0.015
H 3.74282 3.63729 -2.62977 0.025
H -2.32352 3.73120 -0.44760 0.131
H -4.58253 2.81526 0.05903 0.115
H -6.00692 0.94559 0.92317 0.118
H -4.90357 -1.19452 1.56919 0.129
H -2.44851 -1.41298 1.25381 0.066
C 4.66175 -0.84581 -0.10015 -0.073
C 4.86167 -1.22093 -1.54597 -0.263
C 6.13778 -1.58291 -1.97551 -0.057
C 6.37934 -1.97067 -3.28130 -0.086
C 5.33678 -1.98901 -4.19704 -0.078
C 4.06801 -1.62007 -3.78956 -0.100
C 3.81094 -1.24397 -2.46917 -0.291
P 2.09781 -0.85744 -1.92078 1.051
C 1.37272 0.11023 -3.28263 -0.313
C 2.19312 0.94590 -4.04278 -0.104
C 1.64873 1.90946 -4.87750 -0.089
C 0.27171 2.06958 -4.93467 -0.064
C -0.54479 1.24759 -4.17302 -0.043
C -0.01752 0.26345 -3.34467 -0.259
C -0.93864 -0.63728 -2.56126 -0.153
C 1.32150 -2.50048 -1.82119 -0.324
C 1.30503 -3.42371 -2.79485 -0.042
C 0.62819 -4.69214 -2.63334 -0.078
C -0.22434 -4.87086 -1.62096 -0.096
C -0.42208 -3.82126 -0.58548 -0.579
C 0.73560 -2.88417 -0.52552 -0.386
C 1.24174 -2.49590 0.65589 -0.059
H 5.60438 -0.53236 0.34813 0.076
H 4.28955 -1.69627 0.47626 0.076
H 3.94512 -0.02898 0.00614 0.022
H 6.95395 -1.56227 -1.26298 0.105
H 7.37845 -2.25303 -3.58624 0.099
H 5.50756 -2.28593 -5.22296 0.104
H 3.26876 -1.59750 -4.51937 0.103
H 3.26938 0.85026 -3.98303 0.095
H 2.30025 2.53587 -5.47276 0.099
H -0.16524 2.82376 -5.57528 0.104
H -1.62102 1.35265 -4.22879 0.111
H -1.97533 -0.31790 -2.63235 0.054
H -0.68755 -0.70268 -1.49208 -0.065
H -0.88583 -1.66939 -2.91452 0.026
H 1.78134 -3.23324 -3.74738 0.105
H 0.75069 -5.44574 -3.39458 0.103
H -0.85134 -5.75119 -1.56512 0.115
H -0.58787 -4.26921 0.39364 0.089
H 2.15065 -1.90623 0.73166 0.022
H 0.81678 -2.87004 1.57967 0.050
C 0.47129 0.19428 6.84484 -0.047
C 0.47606 1.51524 6.12433 -0.296
C 0.59377 2.69759 6.84863 -0.053
C 0.61856 3.93409 6.21968 -0.082
C 0.53472 4.01082 4.83967 -0.080
C 0.40710 2.84190 4.10327 -0.141
C 0.36898 1.60082 4.73179 -0.354
Sb 0.11679 -0.09792 3.45748 1.511
C 2.06887 -0.90497 3.92536 -0.323
C 3.00860 0.06834 3.57847 -0.151
C 4.36551 -0.21138 3.56803 -0.085
C 4.79738 -1.48377 3.89950 -0.082
C 3.87232 -2.44969 4.25784 -0.050
C 2.50396 -2.18651 4.27473 -0.305
C 1.56191 -3.28232 4.67530 -0.055
C -1.64704 -0.99653 4.30880 -0.332
C -1.78610 -2.37908 4.40735 -0.130
C -2.98940 -2.95988 4.77608 -0.081
C -4.08095 -2.15223 5.04404 -0.078
C -3.96069 -0.77984 4.91221 -0.053
C -2.76637 -0.17860 4.52167 -0.310
C -2.75432 1.31559 4.32950 -0.054
H 0.56627 0.33971 7.91962 0.077
H 1.30334 -0.42871 6.50990 0.071
H -0.45135 -0.35738 6.65500 0.070
H 0.66713 2.64610 7.92839 0.106
H 0.70702 4.83634 6.81051 0.100
H 0.56687 4.96829 4.33725 0.105
H 0.33967 2.90423 3.02169 0.077
H 2.68380 1.06849 3.30719 0.073
H 5.07187 0.55939 3.29082 0.108
H 5.85115 -1.72743 3.87708 0.103
H 4.21371 -3.44136 4.52851 0.109
H 2.10349 -4.11823 5.11527 0.081
H 1.02235 -3.66601 3.80706 0.068
H 0.83661 -2.92415 5.40461 0.070
H -0.95914 -3.02665 4.17694 0.062
H -3.07278 -4.03648 4.83538 0.104
H -5.02960 -2.58828 5.32613 0.104
H -4.82298 -0.14885 5.09030 0.112
H -3.77453 1.68705 4.24199 0.083
H -2.22089 1.60428 3.42053 0.053
H -2.27431 1.82712 5.16503 0.082
F -1.46496 -5.41588 -4.77443 0.013
C -0.98579 -4.20662 -5.19353 -0.292
C -1.61758 -3.04027 -4.83315 -0.061
C -1.08899 -1.91996 -5.43003 -0.238
F -1.65887 -0.69080 -5.23320 0.032
C 0.02956 -1.90899 -6.25048 -0.149
F 0.51573 -0.77307 -6.80055 0.086
C 0.66477 -3.10737 -6.51955 -0.159
F 1.77860 -3.13581 -7.28271 0.083
C 0.13707 -4.27828 -6.00399 -0.174
F 0.74082 -5.45295 -6.29583 0.077
Ge -3.44823 -3.49061 -2.95996 1.020
S -1.98480 -2.84026 -0.86178 0.625
C -4.25211 -1.84125 -4.03221 -0.194
C -4.85966 -2.24473 -5.20822 -0.255
F -4.90279 -3.55518 -5.53689 0.051
C -5.44521 -1.37592 -6.11345 -0.139
F -6.01621 -1.82189 -7.24855 0.098
C -5.44198 -0.01928 -5.84092 -0.139
F -6.01698 0.84913 -6.69336 0.100
C -4.84045 0.43179 -4.68239 -0.145
F -4.82524 1.75400 -4.41614 0.090
C -4.25441 -0.48084 -3.82017 -0.238
F -3.61444 0.05399 -2.75896 0.033
C -5.14940 -3.04585 -1.43621 -0.156
C -6.17510 -3.96685 -1.45088 -0.247
F -6.11448 -5.04097 -2.28014 0.038
C -7.31564 -3.88819 -0.66710 -0.143
F -8.28345 -4.82657 -0.71852 0.095
C -7.46403 -2.81146 0.18480 -0.136
F -8.56737 -2.68842 0.94898 0.097
C -6.46336 -1.86033 0.24235 -0.134
F -6.62118 -0.81018 1.08079 0.008
C -5.33763 -2.00360 -0.55328 -0.213
F -4.40367 -1.03395 -0.40748 -0.001